16
Properties=species:S:1:pos:R:3:forces:R:3 method="wB97M-V/def2-TZVPD" gap_ha=0.1808 e_above_lowest_kcal_mol=69.55 energy_ev=-49055.2482 homo_energy_ev=-7.93 largest_force_ev_per_a=3.4 spin_multiplicity=1
C -2.8331 0.2066 -0.1914 -0.7 1.4 -2.3
N 2.1509 0.7655 -0.1649 -0.9 0.5 -0.1
N -0.5284 0.4307 -0.0416 2.5 0.3 0.1
N 1.5351 -1.9166 0.3139 -0.8 -1.5 -1.2
O -1.7499 1.1006 -0.0703 -0.9 0.6 0.1
F 1.8400 -2.7804 1.3389 -0.4 -0.4 -0.4
F 2.3533 -0.4260 2.0094 0.4 -0.1 0.1
F 0.8885 -1.1432 -1.8245 -0.2 -2.8 0.6
F 0.6745 2.6185 1.1241 0.2 -1.9 -0.3
F 0.7340 2.6028 -1.1002 -0.3 -1.0 -0.2
P 2.7780 -0.5103 0.4536 1.0 1.0 1.2
P 0.8141 -2.5600 -1.0060 0.5 3.3 0.2
P 0.7118 1.4489 -0.0056 -1.0 1.7 -0.1
H -3.6753 0.9970 -0.1944 0.8 -1.9 0.3
H -2.8417 -0.5211 0.6178 -0.3 0.0 0.0
H -2.8519 -0.3129 -1.2590 0.1 0.8 2.1